# 1
The following is a quantum chemistry calculation of C5H9HgO3 as an isolated structure, from OMol25.

```
18
Properties=species:S:1:pos:R:3:forces:R:3
H 0.877316 5.692652 1.304554 0.045 -0.093 -0.045
O -0.347383 0.907718 -0.308476 -1.814 -0.904 0.130
Hg 2.657588 -1.130555 0.269427 1.005 -2.456 0.385
O 1.840569 0.857552 -0.035994 -0.158 1.739 0.070
C 0.823876 1.489722 -0.248273 0.388 1.727 -0.854
O 0.779228 2.803322 -0.419668 -0.133 -0.316 0.018
C 1.965525 3.534066 -0.377753 0.323 -2.050 1.676
C -1.558475 1.660023 -0.571892 0.749 0.089 0.189
C -2.692971 0.667816 -0.609604 -0.165 -0.112 0.001
H -1.684388 2.400245 0.227745 0.003 -0.097 -0.246
H -1.437980 2.183856 -1.527918 -0.061 0.007 0.128
H -2.775539 0.133341 0.345748 0.032 0.107 -0.251
H -3.632677 1.205062 -0.791817 0.155 -0.131 0.028
H -2.545653 -0.062361 -1.416147 -0.030 0.155 0.216
C 1.937819 4.812201 -0.761618 -0.004 2.494 -1.236
H 2.750666 3.082362 0.227868 -0.221 -0.085 -0.382
H 2.857759 5.392015 -0.693984 -0.281 -0.075 -0.029
H 1.114509 5.208068 -1.357871 0.167 0.001 0.204
```
Forces are in eV/Å.

As for the total charge: -1. Its HOMO energy (spin up / spin down) is 0.654 / -4.218 eV. As for the spin multiplicity: 3. As for the total energy: -574.8768 hartree. Its expectation value of S² is 2.008.

Quick look at the Mulliken charges, all values in e:
1 H -0.042
2 O -0.136
3 Hg -0.029
4 O -0.585
5 C 0.266
6 O -0.145
7 C -0.064
8 C -0.340
9 C -1.194
10 H 0.273
11 H 0.318
12 H 0.313
13 H 0.415
14 H 0.291
15 C -1.142
16 H 0.235
17 H 0.267
18 H 0.298

# 2
The following is a quantum chemistry calculation of a 7-piece molecular cluster, C5H24N2O6 overall, from OMol25.

```
37
Properties=species:S:1:pos:R:3:forces:R:3
C -0.505926 2.642307 0.009272 0.786 -0.899 -1.171
N 0.694774 2.236872 0.168464 -0.639 0.509 0.092
C 1.414202 1.499783 -0.865400 -0.098 -0.254 -1.197
C 0.951867 0.035867 -0.994396 -0.031 -0.497 0.069
C 1.182702 -0.799767 0.287318 0.317 -0.351 -0.282
C 0.635652 -2.227027 0.111506 0.465 -0.099 -0.161
N 2.633660 -0.794294 0.669754 -1.347 1.644 -0.953
H -1.142685 2.476674 -0.896965 0.670 0.072 0.511
H -0.965799 3.166665 0.820333 -0.225 0.301 0.542
H 2.490997 1.531182 -0.644124 -0.341 0.035 0.139
H 1.306943 1.940547 -1.885494 -0.149 0.056 0.706
H 1.466733 -0.484058 -1.856807 -0.454 0.660 0.833
H -0.138305 0.022564 -1.242615 0.916 0.096 0.212
H 0.655758 -0.337414 1.114601 -0.103 0.168 0.074
H 0.937981 -2.895146 0.943218 -0.222 0.442 -0.265
H 1.048651 -2.645486 -0.821926 -0.279 0.020 0.364
H -0.460722 -2.222521 0.036369 0.398 -0.115 0.069
H 3.203655 -0.867195 -0.158479 0.210 -0.151 -0.122
H 2.800967 -1.564466 1.248147 0.480 -1.383 0.911
O -0.383483 0.564199 3.143222 -0.374 0.004 -0.295
H 0.481536 0.959322 2.859254 0.131 -0.177 0.489
H -0.265668 0.128415 3.990412 0.240 0.099 -0.005
O -0.396327 -2.111998 -2.690519 1.352 -0.302 0.451
H -1.011846 -1.700744 -2.082710 -0.475 0.166 0.280
H -0.869050 -2.233151 -3.486740 -0.752 -0.207 -1.333
O -2.734744 1.473899 -2.083661 0.246 -1.159 -0.142
H -2.546098 0.539407 -1.746982 -0.454 1.317 -0.561
H -2.789571 1.355690 -3.045730 0.013 0.169 0.431
O -2.166452 -0.514052 1.453617 2.156 -1.662 -0.838
H -1.385237 -0.217325 1.984480 -0.233 0.068 0.048
H -2.854260 0.042979 1.696024 -1.981 1.658 0.727
O 2.053249 1.498755 2.547419 -0.205 0.581 -0.359
H 2.460069 0.763544 2.044493 -0.045 0.320 -0.216
H 1.744978 2.161908 1.867171 0.350 -0.977 0.360
O -2.323595 -1.009043 -1.180910 -0.700 -0.481 1.843
H -2.134100 -0.795973 -0.190519 -0.297 -0.246 -1.067
H -3.090505 -1.620926 -1.121103 0.675 0.575 -0.186
```
Forces are in eV/Å.

Its HOMO energy is -9.432 eV. As for the spin multiplicity: 1. As for the total energy: -765.8535 hartree.

Quick look at the Mulliken charges, all values in e:
1 C -0.369
2 N -0.223
3 C -1.039
4 C 0.359
5 C 1.789
6 C -1.365
7 N -0.709
8 H 0.231
9 H 0.321
10 H 0.354
11 H 0.380
12 H 0.338
13 H -0.350
14 H -0.980
15 H 0.432
16 H 0.285
17 H 0.270
18 H 0.241
19 H 0.226
20 O -0.686
21 H 0.365
22 H 0.278
23 O -0.578
24 H 0.361
25 H 0.290
26 O -0.685
27 H 0.424
28 H 0.317
29 O -0.659
30 H 0.347
31 H 0.277
32 O -0.816
33 H 0.372
34 H 0.438
35 O -0.883
36 H 0.330
37 H 0.318

# 3
The following is a quantum chemistry calculation of the molecule CH5N3, from OMol25.

```
9
Properties=species:S:1:pos:R:3:forces:R:3
N -0.629519 -0.915036 0.999209 -0.375 -0.019 0.825
C -0.150002 -0.116488 0.097530 -2.156 -1.710 4.438
N -0.110443 1.273562 0.180178 4.019 -1.285 -5.057
N 0.318235 -0.841798 -0.972059 4.143 3.227 -3.559
H -1.038002 -0.673430 1.932751 0.555 0.798 -1.713
H -0.554120 1.974943 0.668203 -1.546 0.499 1.742
H 0.482579 1.684373 -0.596293 -1.234 -0.554 1.384
H 1.312483 -0.557773 -1.333941 -2.637 -0.125 0.760
H 0.368788 -1.828353 -0.975579 -0.768 -0.831 1.180
```
Forces are in eV/Å.

Its HOMO energy is -8.603 eV. As for the spin multiplicity: 1. As for the total energy: -205.3366 hartree.

Quick look at the Mulliken charges, all values in e:
1 N -0.658
2 C 0.513
3 N -0.364
4 N -0.549
5 H 0.186
6 H 0.177
7 H 0.188
8 H 0.219
9 H 0.285

# 4
The following is a quantum chemistry calculation of a 3-piece molecular cluster, C3H4BrClNO2 overall, from OMol25.

```
12
Properties=species:S:1:pos:R:3:forces:R:3
C 0.880900 1.178593 -4.021664 2.942 -3.010 -2.031
C -0.538771 1.719221 -0.649180 -2.458 2.016 0.093
C -1.185859 1.027723 0.449730 -1.007 3.086 7.412
N -1.287058 1.684281 1.834475 0.659 -3.446 -6.842
O -0.040524 1.721031 -3.635518 -2.775 2.098 1.259
O 1.535251 0.419980 -4.647250 -0.339 0.689 0.305
Cl -2.112687 0.492244 2.847840 0.119 0.500 -0.015
Br 2.791122 2.008250 -2.385386 0.123 0.169 0.296
H -0.374940 2.677299 -0.161784 0.998 0.345 -0.434
H 0.298893 1.301890 -1.130920 1.362 -0.615 -0.141
H -1.239740 1.995775 -1.498050 0.404 -0.746 0.978
H -1.760705 0.140355 0.541626 -0.027 -1.086 -0.880
```
Forces are in eV/Å.

As for the total charge: -1. Its HOMO energy is -4.473 eV. As for the spin multiplicity: 1. As for the total energy: -3356.1751 hartree.

Quick look at the Mulliken charges, all values in e:
1 C 0.673
2 C -0.665
3 C 0.029
4 N -0.290
5 O -0.380
6 O -0.463
7 Cl -0.204
8 Br -0.782
9 H 0.266
10 H 0.135
11 H 0.256
12 H 0.427

Q: Which strongest force on any atom values were calculated for the entries above? A: 2.78 2.85 6.59 8.09, in eV Å⁻¹.
Q: Which relative energy (zero: lowest compared OMol25 entry of this formula, charge and spin) values were calculated for the entries above? A: 23.5 15.5 34.2 17.2, in kcal/mol.